Entry 1:
ORCA calculation (ωB97M-V/def2-TZVPD) on the molecule C15H16FNO4S.

The geometry in XYZ format:
```
38
Properties=species:S:1:pos:R:3:forces:R:3:lowdin_charge:R:1
C 4.34077 -2.07260 -5.11523 0.0 0.1 -0.5 -0.062
O 4.38717 -2.39778 -3.73853 0.0 0.0 0.3 -0.056
C 3.61280 -1.74446 -2.85085 -0.2 0.1 0.2 -0.206
C 3.76737 -2.14440 -1.51534 -0.1 0.1 -0.2 0.022
C 3.03979 -1.56599 -0.49882 0.1 -0.1 0.0 -0.053
C 2.13409 -0.56363 -0.79493 -0.3 0.4 0.3 -0.284
S 1.15774 0.15749 0.51247 -0.2 -0.5 -0.6 0.657
O 0.58596 1.38719 0.04282 -0.1 -0.2 -0.2 -0.283
O 1.91972 0.16865 1.72628 0.0 -0.3 0.1 -0.282
N -0.03589 -1.02523 0.66269 0.6 0.5 -0.2 -0.116
C -0.46478 -1.28845 2.02064 -0.3 0.3 0.6 -0.208
C -1.24714 -0.10952 2.60106 0.3 -0.2 0.3 -0.196
O -2.40304 0.04705 1.80606 -0.1 0.0 -0.1 -0.052
C -3.18992 1.14704 1.99444 -0.2 0.1 -0.1 -0.262
C -2.98303 2.11625 2.96770 0.3 -0.3 0.0 -0.022
C -3.85651 3.18762 3.06520 -0.1 0.1 0.0 -0.086
C -4.93566 3.30285 2.20964 0.0 0.2 0.1 -0.104
C -5.14385 2.33286 1.24139 0.0 -0.1 0.0 -0.088
C -4.28002 1.26329 1.13178 0.2 -0.1 0.0 -0.013
C 1.95338 -0.14070 -2.09360 0.1 0.0 -0.1 0.021
C 2.68743 -0.72664 -3.10940 0.0 0.0 0.0 -0.178
F 2.46852 -0.27305 -4.36750 0.1 -0.1 0.1 0.058
H 5.06322 -2.73554 -5.58827 -0.1 0.1 0.0 0.095
H 4.62935 -1.03449 -5.29389 0.0 -0.1 0.0 0.098
H 3.35051 -2.25325 -5.53920 0.1 0.0 0.0 0.097
H 4.48382 -2.92534 -1.31727 0.1 -0.1 0.0 0.126
H 3.16870 -1.86680 0.52746 0.1 -0.1 0.1 0.118
H -0.82554 -0.76937 0.08455 -0.1 0.1 -0.2 0.108
H 0.43463 -1.45491 2.61337 -0.2 -0.1 0.1 0.115
H -1.08506 -2.18767 2.01590 0.1 0.0 0.0 0.128
H -0.61417 0.78535 2.54919 -0.2 0.0 0.1 0.117
H -1.51986 -0.30727 3.64669 0.0 0.1 -0.1 0.138
H -2.15020 2.05009 3.64964 0.1 0.0 0.0 0.105
H -3.68508 3.93762 3.82332 0.0 0.1 0.1 0.104
H -5.61042 4.14098 2.29433 -0.1 0.1 0.0 0.098
H -5.98373 2.41175 0.56709 -0.1 0.0 -0.1 0.103
H -4.42697 0.49998 0.38359 0.0 -0.1 -0.1 0.115
H 1.25592 0.65102 -2.31446 -0.1 0.1 -0.1 0.128
```
Forces are in eV/Å.

Values from the calculation:
Frontier orbital gap ... 9.30 eV
LUMO ... 0.70 eV
ΔE to the lowest compared entry with this formula, charge and spin ... 0.0 kcal/mol
Structure (SMILES) ... COc1ccc(S(=O)(=O)NCCOc2ccccc2)cc1F
Total charge ... 0
Molecular weight ... 325.4 g mol⁻¹

=====

Entry 2:
ORCA calculation (ωB97M-V/def2-TZVPD) on a cluster of 10 separate species, C24H74N6O10 in total at a distorted geometry.

The geometry in XYZ format:
```
114
Properties=species:S:1:pos:R:3:forces:R:3:lowdin_charge:R:1
C 9.03222 -14.47619 25.54257 -0.7 0.2 -0.6 -0.096
O 10.22201 -14.74693 24.84063 0.3 0.0 0.8 -0.227
C 11.32384 -14.02625 25.34373 -0.1 1.5 -0.6 -0.214
C 12.54658 -14.12070 24.44786 1.3 0.3 0.5 -0.410
C 13.20912 -15.49579 24.52378 -0.3 -0.5 -0.9 -0.062
N 13.49452 -13.10129 24.98004 -0.3 -0.4 0.8 0.015
H 8.18764 -14.84548 24.95396 0.2 -0.7 0.1 0.074
H 8.75738 -13.41349 25.56233 0.7 0.2 0.4 0.097
H 9.06888 -14.90733 26.54498 -0.2 0.1 0.1 0.092
H 11.05227 -12.96306 25.34146 0.0 0.0 0.1 0.124
H 11.60503 -14.24619 26.38239 -0.2 -0.5 0.0 0.131
H 12.34210 -13.74154 23.44684 -0.4 -0.7 -0.2 0.144
H 12.60831 -16.26206 24.02550 -0.1 0.0 0.1 0.071
H 13.37744 -15.83538 25.54853 -0.2 0.3 0.1 0.079
H 14.18337 -15.50231 24.03100 0.0 0.1 -0.1 0.073
H 13.83100 -13.52944 25.84146 0.2 0.5 0.1 0.063
H 14.32522 -13.01190 24.40786 -0.1 -0.1 -0.3 0.066
C 2.42844 -17.15958 25.52505 1.2 0.6 -0.5 -0.087
O 1.35155 -16.56440 24.81659 -0.2 -0.2 0.8 -0.233
C 0.79736 -17.42367 23.81098 0.3 0.5 0.9 -0.170
C -0.67846 -17.11503 23.65116 -0.9 -0.6 -1.1 -0.430
C -1.05719 -15.62813 23.53013 0.4 -0.7 -0.3 -0.052
N -1.48898 -17.82486 24.65098 0.7 0.5 0.7 0.034
H 2.80192 -16.47153 26.28572 -0.6 0.1 0.2 0.089
H 3.29392 -17.23441 24.85308 -0.1 -0.5 -0.1 0.085
H 2.23305 -18.13663 25.96551 -0.4 0.0 -0.1 0.085
H 1.38802 -17.29191 22.89968 -0.2 0.0 -0.2 0.134
H 0.91784 -18.44326 24.18274 -0.2 -0.1 -0.3 0.102
H -0.94514 -17.61967 22.71332 0.0 0.2 -0.1 0.136
H -2.14240 -15.54612 23.48792 0.0 0.1 0.1 0.072
H -0.68044 -15.23575 22.58324 0.2 0.3 0.2 0.078
H -0.66789 -15.08062 24.38752 0.0 0.2 -0.1 0.073
H -1.32934 -17.31000 25.51720 -0.2 -0.4 0.2 0.075
H -2.47333 -17.68909 24.45246 0.0 0.0 -0.1 0.067
C 8.58325 -19.30222 19.29800 -0.1 0.0 -0.3 -0.128
O 9.16989 -18.92803 20.51875 -0.2 -0.2 0.1 -0.183
C 8.97757 -17.55938 20.82587 -0.4 0.1 0.1 -0.220
C 9.61894 -17.24343 22.15988 -0.2 0.4 1.1 -0.415
C 8.75293 -17.82650 23.29069 0.4 -1.4 -0.2 -0.057
N 9.70965 -15.78385 22.33303 -0.9 -0.2 -0.1 0.054
H 9.28702 -19.10471 18.48387 -0.1 0.0 -0.2 0.086
H 7.63722 -18.79389 19.07797 0.1 0.3 0.2 0.083
H 8.31507 -20.35964 19.29400 0.4 -0.1 0.2 0.081
H 9.33130 -16.88958 20.03407 0.3 -0.1 0.0 0.130
H 7.90073 -17.37061 20.94080 -0.1 0.1 -0.2 0.115
H 10.61980 -17.68263 22.20432 0.0 0.0 -0.1 0.132
H 9.14515 -17.60442 24.28488 0.0 0.3 -0.1 0.068
H 8.77008 -18.92195 23.21304 -0.1 0.0 0.0 0.076
H 7.69856 -17.55219 23.21930 0.1 0.4 0.0 0.056
H 8.72275 -15.52111 22.23351 0.4 0.6 -0.5 0.026
H 9.86333 -15.53966 23.32099 0.4 -0.5 -0.8 0.025
C 4.54294 -12.76550 26.03160 0.3 0.0 1.2 -0.098
O 4.44986 -11.76774 27.04244 0.1 0.5 -1.0 -0.195
C 3.23266 -11.05081 26.98298 0.2 -0.1 1.4 -0.223
C 3.43104 -9.73057 27.74648 -0.5 -0.9 0.4 -0.438
C 3.63241 -9.99471 29.23996 0.5 0.7 -0.1 -0.070
N 2.26681 -8.85805 27.59096 0.4 0.3 -0.4 0.030
H 4.32299 -12.38032 25.03674 -0.2 -0.1 0.0 0.071
H 3.87713 -13.57592 26.34715 -0.1 -0.2 -0.6 0.081
H 5.57191 -13.12353 26.06243 0.0 -0.1 -0.2 0.082
H 2.82724 -10.88236 25.98050 0.4 0.0 -0.2 0.120
H 2.50194 -11.63977 27.56165 -0.4 0.1 -0.3 0.127
H 4.35657 -9.27411 27.39335 -0.2 0.3 -0.3 0.141
H 3.98261 -9.05980 29.68339 -0.2 0.0 0.1 0.074
H 4.43205 -10.71323 29.41624 -0.2 -0.3 0.0 0.074
H 2.70095 -10.26407 29.73792 0.0 -0.2 -0.1 0.076
H 2.23970 -8.50074 26.64190 -0.1 0.1 0.0 0.067
H 1.41383 -9.39235 27.71742 0.0 0.0 0.1 0.069
C 4.84804 -18.68109 22.40442 -0.3 0.3 -0.1 -0.111
O 4.24051 -19.37510 23.46345 -0.2 -0.4 0.7 -0.229
C 3.21578 -20.33683 23.10458 1.8 1.4 -0.6 -0.174
C 3.28182 -21.43510 24.12927 -0.9 -0.7 0.6 -0.431
C 2.39975 -22.63330 23.77459 -0.4 0.1 -0.7 -0.062
N 2.88340 -20.98175 25.46855 0.5 0.5 0.1 0.039
H 5.50419 -19.31211 21.79438 0.0 -0.1 0.1 0.090
H 5.43440 -17.88110 22.85598 0.0 0.0 -0.1 0.066
H 4.09587 -18.21690 21.75317 0.0 0.0 -0.1 0.090
H 2.29346 -19.75158 23.07845 -0.4 -0.6 -0.1 0.109
H 3.50492 -20.65431 22.09745 -0.5 -0.5 0.0 0.124
H 4.32101 -21.74249 24.25664 0.0 0.0 -0.4 0.143
H 2.68478 -23.56033 24.26626 0.1 0.2 0.2 0.074
H 2.36825 -22.83293 22.69928 0.3 0.0 0.0 0.072
H 1.36012 -22.41721 24.03462 0.0 0.0 0.2 0.076
H 3.55856 -20.26522 25.72581 -0.1 0.0 0.2 0.062
H 1.98668 -20.50422 25.43692 -0.1 -0.2 -0.1 0.058
C 4.09518 -8.51916 19.85077 -0.1 0.3 -0.3 -0.115
O 4.00272 -9.77407 20.48433 0.2 0.3 -0.3 -0.183
C 4.73944 -10.75058 19.77813 -0.4 0.0 -0.6 -0.236
C 4.63588 -12.03421 20.58463 1.3 0.6 0.5 -0.398
C 5.30251 -11.84418 21.95892 -0.8 -0.6 0.7 -0.052
N 5.26868 -13.18060 19.90994 -0.5 0.4 -1.0 0.033
H 3.79647 -8.60341 18.79922 0.2 0.0 -0.1 0.086
H 5.10992 -8.11299 19.91887 0.1 -0.1 -0.1 0.091
H 3.42506 -7.78640 20.29928 -0.1 -0.3 0.3 0.086
H 4.37944 -10.85737 18.73870 -0.7 -0.2 0.2 0.122
H 5.76851 -10.44347 19.53010 0.3 0.0 1.0 0.131
H 3.58804 -12.25737 20.77977 -0.1 0.0 -0.3 0.142
H 5.03335 -10.92560 22.47929 0.0 0.3 -0.5 0.076
H 6.38242 -11.98002 21.98072 0.0 0.1 -0.3 0.084
H 4.85958 -12.61424 22.60091 0.4 -0.2 0.0 0.059
H 6.09501 -12.86556 19.40024 0.3 0.1 0.5 0.094
H 4.67127 -13.41737 19.11844 -0.2 -0.4 0.3 0.087
O 2.86400 -14.41394 23.92538 0.2 -0.1 0.1 -0.056
H 2.14448 -13.80782 23.72980 0.0 0.0 0.0 0.056
H 2.44707 -15.14630 24.41441 -0.3 0.2 -0.4 0.010
O 6.97291 -14.67388 21.71238 -0.2 0.2 0.1 -0.096
H 6.33624 -14.14255 21.20028 0.1 -0.4 -0.1 -0.021
H 6.55633 -14.79071 22.58317 0.0 -0.1 -0.1 -0.010
O 5.78819 -16.27618 26.68390 0.1 -0.2 0.3 -0.038
H 6.62373 -16.73148 26.84101 0.0 0.0 0.0 0.065
H 5.56901 -15.86312 27.52590 0.0 0.1 -0.1 0.065
O 5.65885 -15.36241 24.08077 -0.1 -0.2 0.2 -0.074
H 4.72332 -15.13467 23.99389 0.0 0.2 -0.1 0.008
H 5.75487 -15.69346 24.99243 -0.1 0.2 -0.2 -0.003
```
Forces are in eV/Å.

Values from the calculation:
Frontier orbital gap ... 8.23 eV
LUMO ... 0.16 eV
ΔE to the lowest compared entry with this formula, charge and spin ... 33.7 kcal/mol
Structure (SMILES) ... COC[C@H](C)N.COC[C@H](C)N.COC[C@H](C)N.COC[C@H](C)N.COC[C@H](C)N.COC[C@H](C)N.O.O.O.O
Total charge ... 0
Molecular weight ... 606.9 g mol⁻¹